# 1
{
  "formula": "C26H65BrN3O4PSi2",
  "method": "wB97M-V/def2-TZVPD",
  "symbols": ["H", "H", "H", "H", "H", "C", "H", "H", "C", "C", "H", "C", "H", "C", "H", "H", "O", "H", "H", "H", "C", "C", "H", "H", "C", "H", "H", "H", "H", "H", "H", "H", "O", "H", "H", "H", "H", "C", "C", "H", "Br", "H", "C", "H", "H", "H", "H", "H", "H", "H", "H", "C", "H", "C", "N", "H", "C", "C", "H", "O", "C", "H", "H", "C", "H", "H", "C", "H", "C", "H", "H", "N", "C", "H", "C", "H", "H", "H", "H", "H", "C", "O", "H", "C", "Si", "H", "H", "P", "H", "N", "H", "H", "H", "H", "H", "C", "Si", "H", "H", "H", "C", "C"],
  "positions_angstrom": [[0.228, -5.297, -1.170], [-5.321, -0.896, 7.421], [-2.472, -0.283, 2.839], [3.079, -4.764, -0.870], [2.129, 0.038, -1.446], [10.544, 2.548, 2.036], [10.562, 2.138, 3.049], [-6.964, -1.195, -4.183], [3.144, 0.396, -1.644], [-8.003, 0.168, -2.828], [-2.762, -0.407, 4.569], [-7.594, 2.483, -2.203], [-3.913, -0.764, 6.377], [-3.234, -0.182, 3.613], [3.092, 1.089, -2.490], [-7.408, 2.673, -5.423], [-0.910, -3.239, -2.213], [-7.006, -0.006, 1.796], [-2.569, -4.326, -0.582], [3.517, -1.653, -0.061], [4.109, -0.734, -1.953], [3.212, -3.958, -1.605], [-9.194, 3.931, -2.250], [4.985, -3.715, -0.393], [-5.760, -1.349, 5.355], [1.968, -2.373, -2.457], [6.876, 3.266, 0.549], [5.070, -0.298, -2.259], [-6.820, -1.349, 5.625], [-6.475, -1.287, -2.491], [3.723, -1.255, -2.839], [-7.920, 2.221, -1.191], [3.611, 1.166, -0.519], [-6.320, 1.508, -6.164], [1.672, -2.662, -0.741], [-1.311, -2.417, 0.220], [8.719, -1.005, 0.507], [1.903, -3.157, -1.695], [-7.005, 1.666, -5.330], [-5.586, 2.292, -3.825], [-2.178, 0.081, -2.120], [9.620, 2.551, -0.615], [7.539, 2.882, -0.227], [4.051, -0.359, 2.071], [3.380, -4.469, -2.563], [-8.432, 0.104, -1.824], [10.618, 3.634, 2.149], [-9.543, 2.489, -3.196], [9.286, 3.987, 0.337], [10.358, -0.407, 0.729], [12.675, 2.526, 1.687], [-8.753, 3.188, -2.917], [-5.151, 0.496, 6.359], [-4.409, -1.119, 3.303], [9.236, 2.270, 1.471], [-7.830, 0.961, -5.447], [8.787, 0.891, 1.546], [4.336, -1.717, -0.792], [5.224, -3.219, -2.055], [1.906, 0.623, 0.828], [9.335, -0.103, 0.512], [-5.482, 0.893, 1.790], [-3.544, 0.864, 3.629], [11.781, 2.056, 1.274], [-7.236, 0.422, 4.259], [5.242, -1.414, -0.252], [4.507, -3.180, -1.223], [9.012, 0.531, 2.553], [3.082, 0.835, 0.683], [-6.978, 1.716, 2.209], [-6.767, 3.187, -2.080], [-5.672, -0.884, 3.983], [4.082, 0.700, 1.792], [7.229, 1.865, -0.471], [-4.985, -0.580, 6.432], [-5.681, 1.239, 4.258], [-8.425, 3.710, -3.815], [3.776, 1.308, 2.645], [5.098, 0.961, 1.492], [11.913, 0.978, 1.357], [8.995, 2.941, 0.205], [-4.375, -1.272, -0.524], [11.734, 2.315, 0.216], [-7.328, -1.152, -3.157], [-1.960, -3.033, -0.960], [-4.598, -1.083, 2.228], [7.395, 3.484, -1.126], [-3.544, -1.691, -1.877], [-4.951, -0.514, -0.712], [-7.057, 1.272, -2.801], [-5.446, -2.397, 5.369], [-4.114, -2.152, 3.505], [-8.020, -1.982, -3.015], [9.314, 0.313, -0.496], [-8.850, 0.326, -3.515], [-6.436, 0.774, 2.304], [0.442, -4.209, -2.154], [7.696, 0.889, 1.475], [0.626, -4.802, -3.496], [-5.612, 0.580, -4.114], [-6.260, 1.452, -4.006], [-6.254, 0.430, 3.776]],
  "forces_ev_per_angstrom": [[-0.0248, 0.0204, 0.0466], [0.0044, -0.0061, 0.0023], [0.0042, -0.0042, 0.0017], [-0.0444, 0.1328, -0.1100], [0.1537, 0.0081, 0.0830], [0.0464, 0.0408, 0.0784], [-0.0051, -0.0115, -0.0027], [-0.0124, 0.0213, -0.0136], [-0.3520, 0.3627, -0.4288], [0.0153, -0.0103, -0.0056], [-0.0331, 0.0360, 0.0188], [0.0087, 0.0771, 0.0770], [-0.0010, 0.0283, -0.0265], [0.0124, -0.0516, -0.0012], [0.0093, -0.0879, 0.1772], [-0.0390, -0.0195, 0.0215], [0.0950, -0.3799, 0.3693], [0.0122, -0.0184, 0.0003], [-0.0221, -0.0236, 0.0154], [0.0894, 0.0068, -0.1795], [0.1255, 0.0326, -0.0980], [0.0772, -0.1108, -0.0579], [0.0044, 0.0073, -0.0014], [-0.0256, 0.0685, -0.1709], [-0.0391, -0.0574, 0.0617], [-0.0316, -0.0173, 0.1033], [0.0359, -0.0117, 0.0447], [-0.1420, -0.0995, 0.0536], [-0.0036, 0.0316, -0.0134], [0.0118, -0.1479, -0.0508], [0.0382, 0.0532, 0.1426], [-0.0173, -0.0298, -0.0123], [0.5995, -0.4623, 0.1057], [0.0040, 0.0109, -0.0002], [0.0401, -0.0206, -0.1648], [-0.0099, -0.0155, -0.0466], [0.0068, -0.0042, 0.0097], [0.1425, 0.0001, 0.1363], [0.0348, 0.0209, 0.0048], [-0.0154, 0.0154, 0.0020], [0.1968, 0.0548, -0.0032], [0.0003, -0.0020, 0.0117], [-0.0474, -0.0055, -0.1019], [0.0613, 0.2100, 0.1390], [-0.0300, 0.0852, 0.1488], [-0.0489, -0.0030, -0.0127], [-0.0126, 0.0047, -0.0329], [-0.0003, -0.0099, 0.0042], [0.0217, -0.0002, 0.0046], [0.0129, 0.0390, -0.0283], [0.0041, -0.0054, 0.0065], [0.0181, 0.0221, 0.0176], [-0.0076, 0.0045, -0.0062], [0.1025, -0.0502, -0.1405], [0.0047, 0.0005, -0.0646], [0.0093, -0.0215, 0.0016], [-0.0488, -0.0780, 0.0317], [-0.0149, -0.0380, 0.1090], [-0.1330, 0.0349, 0.1101], [0.2082, -0.1124, 0.0561], [-0.0099, -0.0184, 0.0364], [0.0148, 0.0091, 0.0097], [-0.0079, 0.0070, -0.0198], [0.0091, 0.0007, 0.0338], [0.0047, 0.0116, 0.0230], [-0.1657, -0.0363, -0.0498], [0.0845, -0.0115, 0.0950], [0.0259, -0.0028, -0.0041], [-0.6339, 0.0103, -0.1479], [-0.0076, -0.0027, -0.0034], [0.0060, -0.0028, -0.0129], [0.0050, 0.0617, -0.0098], [0.2148, 0.1683, 0.0783], [-0.0237, 0.0006, -0.0006], [-0.0020, -0.0351, 0.0156], [0.0053, -0.0118, -0.0063], [-0.0034, -0.0311, -0.0148], [0.0038, -0.1673, -0.0418], [-0.1692, 0.0173, -0.0421], [-0.0234, -0.0010, -0.0270], [-0.0201, -0.0205, 0.0214], [0.0097, 0.1913, 0.1541], [-0.0068, 0.0072, -0.0039], [-0.0026, 0.0132, 0.0874], [-0.1504, 0.2707, 0.0275], [-0.0120, 0.0143, 0.0013], [0.0001, 0.0109, 0.0070], [-0.1854, 0.0428, -0.3490], [-0.0815, -0.2114, 0.0549], [-0.0194, -0.0446, 0.0443], [0.0131, 0.0016, -0.0081], [-0.0165, 0.0012, 0.0596], [0.0037, 0.0054, 0.0217], [-0.0216, 0.0049, -0.0045], [0.0439, 0.0483, -0.0194], [-0.0280, 0.0132, 0.0005], [0.0399, 0.1791, -0.3565], [0.0000, 0.0270, -0.0188], [-0.0027, -0.0228, 0.0248], [-0.0188, -0.0260, 0.0173], [0.0784, 0.0121, -0.0720], [0.0006, 0.0015, -0.0233]],
  "mulliken_charge": [-0.176, 0.401, 0.393, 0.359, 0.467, -0.704, 0.357, 0.291, -0.775, -0.509, 0.301, -0.598, 0.223, -1.073, 0.352, 0.268, 0.104, 0.340, -0.152, 0.083, -0.695, -0.681, 0.430, 0.381, -0.685, 0.013, 0.300, 0.382, 0.413, 0.048, 0.436, 0.245, -0.335, 0.403, 0.229, -0.140, 0.420, -0.033, -1.085, 0.437, -0.226, 0.249, -1.236, 0.295, 0.323, 0.466, 0.417, 0.275, 0.467, 0.312, 0.398, -1.052, 0.276, -0.568, 0.104, 0.250, 0.020, 0.011, 0.331, -0.593, -1.062, 0.222, 0.252, -0.976, 0.466, 0.330, -1.210, 0.381, 0.753, 0.474, 0.409, 0.157, -0.659, 0.116, -0.976, 0.253, 0.217, 0.382, -0.072, 0.220, -0.370, -0.256, 0.278, -1.090, 0.355, 0.198, 0.463, 0.109, 0.275, 0.289, 0.345, 0.378, 0.456, 0.232, 0.222, -1.348, 0.176, -0.366, -0.169, 0.159, -0.530, -0.435],
  "molar_mass_g_mol": 650.9,
  "total_charge": 0,
  "gap_ev": 8.522,
  "homo_energy_ev": -7.95,
  "e_tot_ha": -4989.29364
}

=====

# 2
{
  "formula": "C26H66BaN5O12",
  "method": "wB97M-V/def2-TZVPD",
  "symbols": ["H", "H", "O", "C", "H", "C", "C", "C", "O", "H", "H", "H", "H", "N", "H", "H", "C", "O", "H", "H", "C", "C", "H", "H", "H", "O", "H", "C", "H", "C", "C", "H", "H", "H", "H", "H", "H", "H", "C", "C", "H", "H", "H", "O", "H", "Ba", "C", "O", "H", "C", "H", "H", "H", "H", "H", "H", "O", "O", "H", "H", "C", "H", "O", "H", "H", "H", "N", "C", "H", "C", "H", "C", "O", "N", "H", "H", "H", "C", "H", "H", "H", "H", "H", "H", "H", "O", "H", "C", "H", "H", "H", "C", "C", "H", "H", "C", "H", "H", "H", "C", "H", "C", "C", "N", "H", "O", "H", "N", "H", "H"],
  "positions_angstrom": [[7.553, -11.547, -27.883], [7.941, -9.175, -27.104], [4.345, -15.729, -18.995], [5.771, -14.317, -25.467], [6.640, -16.328, -20.055], [12.807, -8.530, -26.009], [5.243, -8.608, -20.247], [1.969, -8.861, -22.112], [6.994, -12.478, -21.862], [5.135, -15.045, -25.981], [9.843, -11.744, -23.857], [9.425, -14.063, -20.092], [5.433, -8.860, -19.193], [10.953, -10.669, -22.521], [4.020, -17.704, -19.187], [7.423, -9.390, -19.388], [3.787, -8.908, -20.509], [4.975, -13.865, -24.353], [9.945, -9.385, -18.118], [4.729, -15.981, -23.888], [1.542, -12.183, -23.417], [8.998, -16.795, -18.777], [2.149, -12.602, -24.217], [7.722, -12.450, -25.732], [9.766, -11.678, -21.137], [2.258, -11.070, -22.939], [13.092, -10.918, -25.033], [10.835, -11.506, -21.311], [3.715, -14.746, -23.098], [3.195, -15.107, -19.570], [1.470, -10.314, -22.024], [5.454, -15.018, -22.699], [9.482, -8.730, -24.925], [9.815, -7.947, -19.010], [11.202, -11.308, -19.140], [8.041, -10.147, -20.805], [10.837, -9.710, -22.212], [11.272, -12.494, -21.455], [7.405, -9.327, -20.483], [12.342, -10.689, -23.057], [1.440, -8.266, -21.339], [13.019, -10.021, -22.519], [3.277, -14.925, -20.640], [5.042, -12.434, -20.987], [1.659, -10.831, -21.079], [6.279, -14.588, -17.550], [6.150, -17.201, -19.619], [10.644, -9.505, -20.090], [4.426, -16.831, -20.763], [11.331, -10.738, -20.067], [3.144, -8.206, -19.938], [0.560, -11.918, -23.823], [6.204, -10.569, -27.330], [12.755, -11.696, -22.969], [6.713, -14.763, -25.138], [8.119, -18.710, -18.400], [7.606, -9.553, -25.171], [6.098, -9.399, -21.045], [3.044, -14.152, -19.060], [5.956, -18.055, -17.820], [9.153, -13.532, -23.938], [10.709, -14.095, -25.306], [8.730, -15.409, -18.593], [0.402, -10.264, -22.256], [3.444, -7.693, -21.987], [7.853, -8.368, -20.752], [6.532, -17.328, -18.233], [10.470, -8.807, -18.897], [2.256, -15.612, -19.321], [7.951, -17.676, -18.085], [10.708, -15.015, -19.280], [8.008, -10.037, -26.420], [9.180, -12.182, -24.413], [6.226, -12.819, -20.954], [6.488, -13.680, -27.294], [9.689, -15.426, -24.531], [12.389, -10.458, -20.145], [12.306, -10.318, -24.558], [9.857, -16.977, -18.126], [9.046, -14.418, -25.839], [9.941, -13.788, -18.403], [8.160, -7.592, -25.117], [5.434, -7.530, -20.317], [3.393, -9.814, -20.041], [5.067, -12.813, -26.917], [12.597, -8.937, -24.678], [8.172, -17.611, -17.016], [8.433, -8.552, -24.657], [12.794, -7.439, -26.012], [9.142, -17.115, -19.808], [11.414, -8.560, -18.400], [9.731, -14.542, -19.165], [5.985, -13.172, -26.450], [11.993, -8.777, -26.703], [11.321, -10.456, -25.009], [9.724, -14.425, -24.983], [8.113, -13.835, -23.763], [13.757, -8.968, -26.327], [9.052, -10.377, -26.399], [4.704, -14.955, -23.502], [8.361, -8.406, -23.581], [7.091, -11.110, -26.990], [4.617, -16.943, -19.696], [3.426, -8.710, -21.911], [9.720, -13.525, -22.998], [6.635, -13.568, -20.025], [6.445, -18.077, -20.207], [6.791, -12.072, -25.906], [1.369, -12.944, -22.642], [1.664, -8.252, -22.965]],
  "forces_ev_per_angstrom": [[0.1403, -0.1326, -0.0008], [0.3943, -0.1389, -0.3193], [-0.1364, 0.0938, -0.5401], [-1.5657, 1.2722, -0.0877], [0.0625, 0.0560, -0.1128], [-0.1345, 0.2605, 0.1253], [-0.3511, -0.7151, 0.5584], [0.0189, 0.0612, 1.5794], [0.1465, -0.7454, 1.2510], [0.4302, -0.3982, -0.1324], [-0.2566, 0.6749, -0.0471], [-0.3627, -0.2115, -0.0319], [-0.0583, 0.1000, 0.1045], [1.3234, -0.7430, 0.3366], [0.0618, -0.3830, -0.5286], [-0.4030, 0.0633, 0.1527], [-1.2314, 0.8000, 0.3150], [0.6934, -1.2963, -0.5454], [-0.0569, -0.4625, -0.2705], [-0.2467, 0.2817, -0.9140], [0.3722, -0.1332, -0.2518], [-0.2379, -0.3685, 1.1383], [-0.0287, -0.2010, 0.0441], [-0.3717, 0.0808, 0.6335], [-0.0686, -0.0323, -0.0892], [-1.2445, 0.0723, -0.4149], [-0.1596, 0.0722, -0.4629], [-0.7369, 1.0738, 0.5147], [-0.0183, -0.2349, 0.3515], [-1.0417, 1.1920, 0.8719], [1.3138, 0.7290, -0.9496], [-0.0429, 0.3655, 0.2848], [0.1093, -0.0894, 0.1858], [0.4049, 0.2188, -0.5896], [-0.2850, 0.0975, 0.0641], [-0.2457, 0.0204, -0.6062], [-0.7090, 0.0215, -0.1325], [0.4143, 0.1511, 0.0091], [-0.0477, 0.0475, -0.3468], [-0.9493, -0.1900, -0.9326], [-0.0740, -0.4212, 0.4642], [0.0412, 0.1310, -0.1264], [0.2929, -0.0805, 0.0333], [0.6155, -0.8890, 1.0434], [-0.4339, 0.6445, 0.5278], [0.1816, 0.3963, -1.8781], [-1.4132, 0.1745, -0.3599], [-0.9662, 0.1703, -0.2317], [-0.6008, -0.0712, 0.0922], [0.7196, 0.1047, -0.4255], [0.5658, 0.3964, 0.3164], [-0.0028, 0.1698, -0.0328], [-0.3604, -0.4350, 0.1684], [-0.1580, -0.0970, 0.0481], [0.0585, -0.0067, 0.0415], [0.2217, 0.0245, -0.0303], [-0.4811, -0.7882, 0.9273], [0.5563, 0.1202, 1.0165], [0.4364, 0.1695, -0.2661], [0.1751, -0.0279, 0.1906], [-0.1221, 1.2710, -0.0553], [0.1045, -0.3037, 0.0847], [-0.4980, -0.0164, -0.4627], [-0.0652, -0.5084, -0.1060], [0.9593, -0.0874, -0.4334], [0.2912, 0.0434, -0.0333], [0.4712, 0.6129, 0.2497], [-0.0297, -0.5744, 1.4947], [0.3124, -0.6695, -0.2313], [-0.0502, -0.0143, 0.7808], [-0.2724, -0.5518, -0.1836], [0.3349, 1.0047, -0.7621], [0.3775, -0.4118, 0.3898], [-1.4161, 2.3932, -3.2270], [0.2082, 0.0873, -0.1694], [0.4934, -0.1273, -0.5350], [0.2033, -0.5146, 0.0290], [0.7186, 0.5630, 0.8329], [0.5491, -0.3911, -0.8207], [0.1533, -0.0667, -0.1333], [-0.2758, 0.2824, -0.1462], [0.0907, 0.1223, -0.0108], [0.1596, 0.0479, -0.4344], [0.7384, -0.7081, -0.7933], [-0.2804, 0.1451, 0.5730], [-0.2524, 0.0870, 0.2787], [-0.0739, -0.2504, 0.0358], [0.3094, 0.6673, -0.9806], [0.5557, -0.0389, 0.0758], [0.1605, 0.4962, -0.1246], [0.1431, 0.4185, -0.3605], [0.5209, 0.5295, 0.7228], [0.9587, -0.4946, -0.0486], [0.0097, -0.5489, 0.1724], [0.0331, -0.6670, 0.0591], [-0.2790, -0.7014, 0.1750], [0.1154, 0.2782, 0.3817], [-0.0516, 0.3090, -0.4906], [0.0352, -0.0698, 0.1720], [0.0378, 0.4933, 0.8423], [-0.3325, -0.5618, 0.0703], [-0.3976, 0.7516, 1.3875], [1.7236, -0.2067, 0.1180], [-1.0450, 0.4753, -0.0620], [-0.2153, -0.5471, 0.0043], [0.6509, -1.4806, 2.5176], [-0.2068, -0.0339, -0.0882], [-0.1047, -0.5463, -1.8445], [0.1146, -0.0003, 0.0980], [0.1652, -1.0014, -0.7416]],
  "mulliken_charge": [0.365, 0.570, -0.209, -0.433, 0.291, -0.747, -0.754, -0.887, -0.153, 0.497, -0.411, 0.240, 0.315, 0.192, 0.406, 0.517, -0.748, -0.095, 0.315, 0.467, -0.688, -0.474, 0.085, -0.332, -0.441, -0.128, 0.491, -0.016, 0.075, -0.494, -0.602, 0.088, 0.118, 0.308, 0.344, -0.404, 0.275, 0.666, -0.617, -0.885, 0.429, 0.381, -0.003, -0.444, 0.283, 1.847, -0.522, -0.173, 0.424, -0.984, 0.475, 0.376, 0.417, 0.447, 0.237, 0.377, -0.172, 0.056, 0.249, 0.235, 0.994, 0.443, -0.084, 0.446, 0.263, 0.309, -0.210, -0.982, 0.315, -1.000, 0.469, -0.256, 0.151, 0.096, 0.401, 0.333, 0.362, 0.021, 0.437, 0.253, 0.334, 0.388, 0.364, 0.308, 0.486, -0.368, 0.361, -0.344, 0.258, 0.366, 0.350, -1.058, -1.033, 0.254, -0.249, -1.450, -0.510, 0.319, 0.014, -0.708, -0.104, -0.981, -0.763, -0.231, 0.203, -0.470, 0.451, 0.317, 0.233, 0.459],
  "molar_mass_g_mol": 778.2,
  "total_charge": 1,
  "gap_ev": 5.352,
  "homo_energy_ev": -9.36,
  "e_tot_ha": -2231.82447
}